Record 1
{"formula": "C4H4ClN2O3S", "method": "ωB97M-V/def2-TZVPD", "homo_energy_ev": -4.332, "e_tot_ev": -36691.639, "lumo_energy_ev": 3.2, "total_charge": -1, "elements": ["C", "C", "C", "C", "N", "N", "O", "O", "O", "S", "Cl", "H", "H", "H", "H"], "coordinates": [[-0.722, -0.359, 0.280], [-2.171, -1.550, -0.754], [-1.618, -0.745, -1.803], [0.457, 0.696, -1.611], [-1.666, -1.240, 0.566], [-0.669, -0.072, -1.001], [-2.008, -3.016, 2.929], [-0.121, -1.490, 2.692], [-2.196, -0.668, 3.591], [-1.552, -1.661, 2.775], [-3.686, -2.381, -1.176], [0.019, 0.274, 0.909], [0.861, 1.554, -1.025], [1.146, -0.028, -1.874], [0.185, 1.258, -2.530]], "forces_ev_per_angstrom": [[1.850, 1.949, 1.780], [-0.431, 1.605, -1.217], [0.053, -1.365, 2.372], [-2.029, 1.955, 0.245], [-0.524, -0.179, -0.319], [0.523, 1.213, -2.397], [-0.502, 0.495, -0.850], [-0.290, -0.023, -0.144], [-0.834, 0.274, -1.156], [1.980, -0.825, 0.617], [0.731, -0.044, 1.085], [-1.730, -1.917, -0.381], [-0.164, -1.144, 0.457], [1.937, -1.062, -0.460], [-0.571, -0.931, 0.367]]}


Record 2
{"formula": "C4H4ClN3O7", "method": "ωB97M-V/def2-TZVPD", "smiles": "O=[N+]([O-])C[C@@H](/C=[N+](/[O-])Cl)[N+](=O)[O-].O=C=O", "homo_energy_ev": [-10.452, -10.453], "e_tot_ev": -35528.831, "lumo_energy_ev": [-1.2, -1.2], "elements": ["O", "N", "O", "C", "C", "C", "N", "O", "Cl", "N", "O", "O", "H", "H", "H", "H", "O", "C", "O"], "coordinates": [[2.427, -1.646, 0.988], [1.919, -0.735, 0.428], [2.456, 0.076, -0.273], [0.466, -0.599, 0.640], [-0.243, 0.272, -0.300], [-1.259, -0.444, -1.005], [-1.005, -1.175, -2.029], [-1.832, -1.739, -2.686], [0.669, -1.942, -2.212], [-0.731, 1.541, 0.292], [-1.451, 2.219, -0.350], [-0.369, 1.787, 1.433], [0.002, -1.595, 0.689], [0.232, -0.094, 1.621], [0.400, 0.744, -1.076], [-2.167, 0.175, -1.188], [-3.085, -2.779, -0.105], [-2.618, -2.103, 0.679], [-2.139, -1.454, 1.510]], "forces_ev_per_angstrom": [[1.126, -1.564, 0.902], [-1.279, 0.849, -0.081], [0.778, 0.810, -0.624], [-0.963, -0.095, 2.301], [2.245, 0.846, -1.583], [-1.983, 2.927, -1.277], [-0.393, -2.696, 0.086], [-0.472, 0.005, -1.466], [-0.047, 0.625, 0.215], [0.268, -0.707, 3.058], [-1.205, 1.161, -1.609], [0.037, 0.237, -0.422], [0.762, 0.411, -0.113], [1.054, -0.892, -0.534], [0.362, -0.655, 0.445], [0.113, -1.098, 0.435], [-0.968, -1.259, -1.661], [0.505, 0.607, 1.358], [0.061, 0.489, 0.568]]}


Record 3
{"formula": "C4H4ClNO", "method": "ωB97M-V/def2-TZVPD", "homo_energy_ev": [-8.465, -8.468], "e_tot_ev": -20268.072, "lumo_energy_ev": [-1.0, -1.0], "elements": ["C", "C", "C", "C", "N", "O", "Cl", "H", "H", "H", "H"], "coordinates": [[-0.189, -1.589, -0.572], [0.110, 1.841, 0.189], [0.290, -0.512, -0.099], [1.519, -0.833, 1.873], [0.373, 0.754, -0.360], [1.781, -1.827, 2.522], [2.303, 0.726, 2.232], [-0.488, -1.390, -1.625], [0.003, -2.670, -0.325], [0.283, 2.718, -0.493], [-0.217, 1.994, 1.119]], "forces_ev_per_angstrom": [[-0.238, -3.099, -2.758], [1.520, 1.212, -4.255], [2.278, 0.772, 4.694], [-0.394, -2.958, -0.041], [-0.011, -0.320, -1.372], [-1.067, 3.012, -2.219], [0.199, 0.423, 0.231], [-0.298, -0.511, 0.601], [-0.438, 1.646, 0.320], [-0.299, -0.521, 1.012], [-1.250, 0.343, 3.787]]}


Record 4
{"formula": "C4H4CoLiO2", "method": "ωB97M-V/def2-TZVPD", "homo_energy_ev": [-23.184, -23.229], "e_tot_ev": -46098.231, "lumo_energy_ev": [-14.1, -18.2], "multiplicity": 6, "total_charge": 3, "elements": ["O", "C", "C", "H", "H", "H", "C", "C", "O", "Co", "H", "Li"], "coordinates": [[0.027, -1.093, -2.138], [0.228, -1.243, -0.886], [-0.441, -1.955, 0.054], [0.476, -0.315, -2.512], [0.097, -2.186, 0.980], [-1.241, -2.635, -0.277], [1.418, 1.931, 0.017], [0.371, 1.702, 0.591], [-0.672, 1.330, 1.249], [-1.493, -0.240, 0.829], [2.269, 2.179, -0.588], [-1.039, 2.525, 2.683]], "forces_ev_per_angstrom": [[-0.269, -0.325, 2.060], [0.889, 1.218, -3.022], [-1.414, -0.861, 1.301], [0.485, 0.042, -0.730], [-0.019, -0.109, -0.001], [0.161, -0.212, 0.024], [0.454, 0.297, -0.531], [-1.361, -1.173, 0.693], [0.669, 0.860, -0.300], [0.299, -0.857, -0.524], [0.301, 0.153, 0.049], [-0.195, 0.968, 0.979]]}


Record 5
{"formula": "C4H4CsLiO2", "method": "ωB97M-V/def2-TZVPD", "homo_energy_ev": [-8.507, -8.540], "e_tot_ev": -9050.603, "lumo_energy_ev": [-3.6, -3.7], "multiplicity": 2, "total_charge": 1, "elements": ["H", "C", "C", "C", "C", "O", "O", "Cs", "Li", "H", "H", "H"], "coordinates": [[1.566, -1.484, 1.321], [-1.505, -0.283, 0.051], [-0.200, 0.027, 0.291], [0.892, -0.947, 0.029], [1.794, -0.547, -0.967], [2.713, 0.161, -1.233], [-2.522, 0.500, 0.174], [-5.738, 3.489, 0.957], [4.100, 1.316, -0.715], [-1.712, -1.300, -0.339], [0.077, 1.036, 0.607], [0.537, -1.966, -0.177]], "forces_ev_per_angstrom": [[-0.702, 1.482, -2.608], [-2.533, 1.105, -0.408], [1.633, 0.439, -0.200], [-0.206, -2.250, 4.152], [-0.543, -0.403, -1.137], [1.433, 1.181, 0.603], [1.316, -0.955, 0.055], [0.282, -0.304, -0.070], [-0.488, -0.428, -0.175], [0.112, -0.008, 0.173], [-0.101, -0.310, -0.085], [-0.204, 0.450, -0.299]]}


Record 6
{"formula": "C4H4CsLiO5", "method": "ωB97M-V/def2-TZVPD", "homo_energy_ev": -4.430, "e_tot_ev": -15198.731, "lumo_energy_ev": -1.3, "elements": ["O", "C", "C", "O", "O", "C", "H", "H", "H", "H", "C", "O", "O", "Cs", "Li"], "coordinates": [[-2.863, 0.240, 0.038], [-2.621, 1.500, -0.219], [-4.050, -0.106, -0.629], [0.912, 1.839, -1.341], [-3.160, 1.838, -1.362], [-3.884, 0.741, -1.876], [-4.938, 0.134, -0.040], [-4.061, -1.171, -0.866], [-4.838, 1.067, -2.287], [-3.329, 0.229, -2.659], [2.006, 1.389, -0.931], [2.169, 0.151, -1.039], [2.997, 2.121, -0.914], [-0.366, -2.388, 1.310], [2.379, 1.144, -3.190]], "forces_ev_per_angstrom": [[-0.144, -0.895, 1.346], [2.096, 2.205, 0.501], [-0.828, -1.169, -1.810], [-3.723, 1.454, -0.567], [-0.069, 0.363, 0.439], [-1.553, -1.047, -0.609], [0.140, 0.168, 0.088], [0.043, 0.025, 0.134], [0.115, 0.206, 0.011], [0.240, 0.038, 0.008], [-0.089, 0.644, -3.157], [0.578, -5.341, 0.551], [3.306, 2.380, 1.022], [0.343, 0.730, -0.410], [-0.456, 0.239, 2.454]]}


Record 7
{"formula": "C4H4EuO5", "method": "ωB97M-V/def2-TZVPD", "homo_energy_ev": [-9.540, -14.684], "e_tot_ev": -33769.706, "lumo_energy_ev": [-3.1, -3.8], "multiplicity": 9, "total_charge": 1, "elements": ["O", "C", "O", "H", "Eu", "O", "O", "C", "C", "O", "C", "H", "H", "H"], "coordinates": [[-1.375, 1.054, -1.084], [-2.086, 1.305, -0.065], [-1.141, 0.493, 1.019], [1.255, -2.369, 0.356], [-3.072, 2.797, 3.159], [-2.777, 2.147, 0.431], [-0.319, -1.197, -0.303], [1.026, -1.688, -0.470], [1.863, -0.413, -0.452], [0.935, 0.569, 0.053], [-0.294, 0.089, -0.005], [1.071, -2.224, -1.423], [2.198, -0.101, -1.447], [2.715, -0.460, 0.232]], "forces_ev_per_angstrom": [[-1.089, -0.499, 0.200], [4.314, 0.446, 2.132], [-0.875, 0.452, -2.713], [-0.197, 0.182, -0.154], [0.118, -0.216, -0.666], [-0.984, -0.744, -0.422], [-0.517, 0.471, -0.292], [0.216, -0.325, -0.419], [0.372, -0.001, -0.372], [-0.618, 0.419, -0.240], [-0.425, -0.341, 2.604], [0.043, 0.105, 0.263], [-0.094, -0.050, 0.230], [-0.263, 0.101, -0.150]]}


Record 8
{"formula": "C4H4F2", "method": "ωB97M-V/def2-TZVPD", "homo_energy_ev": [-8.428, -8.429], "e_tot_ev": -9642.322, "lumo_energy_ev": [0.1, 0.1], "elements": ["C", "C", "C", "C", "F", "F", "H", "H", "H", "H"], "coordinates": [[1.362, -0.786, -0.106], [0.582, -0.061, 0.767], [0.929, 0.346, -0.827], [-0.372, 0.595, -0.159], [-0.697, 1.921, 0.017], [-3.228, -0.970, -0.081], [1.586, -1.776, -0.387], [-2.514, -0.628, 0.340], [0.892, 0.295, 1.840], [1.460, 1.064, -1.404]], "forces_ev_per_angstrom": [[-0.544, 0.466, -1.105], [0.668, 1.103, 3.098], [-1.117, -0.954, 0.446], [0.293, 0.250, -0.441], [0.204, -0.076, 0.334], [-1.710, -0.862, -0.816], [0.802, -0.693, 0.228], [1.793, 0.905, 0.674], [-0.873, -0.669, -2.097], [0.484, 0.529, -0.321]]}